Below is C4H9NO2 in the gas phase, with properties calculated with the ωB97M-V functional and the def2-TZVPD basis.

The HOMO-LUMO gap is 10.69 eV. The value obtained for the LUMO energy is 0.7419 eV. The SMILES is C[C@@H](CO)NC=O.

Each line ends with the Mulliken charge.
Geometry (Å):
1 C -0.17 -0.30 1.77  -1.432
2 C -0.59 0.13 0.36  0.535
3 C 0.21 1.35 -0.10  -0.772
4 O -0.30 1.91 -1.28  -0.558
5 N -0.39 -1.04 -0.51  -0.178
6 C 0.51 -1.22 -1.51  0.062
7 O 1.03 -0.35 -2.20  -0.613
8 H -0.76 -1.15 2.12  0.397
9 H -0.28 0.51 2.50  0.362
10 H 0.89 -0.60 1.75  0.352
11 H -1.65 0.43 0.37  0.118
12 H 0.15 2.10 0.69  0.383
13 H 1.27 1.07 -0.21  0.385
14 H 0.03 1.33 -1.99  0.390
15 H -0.73 -1.89 -0.07  0.259
16 H 0.77 -2.28 -1.67  0.308

Below is a molecular structure, C2HI3O at a distorted geometry, with properties calculated with the ωB97M-V functional and the def2-TZVPD basis.

The HOMO-LUMO gap (spin up / spin down) is 7.16 / 6.50 eV. The value obtained for the LUMO energy (spin up / spin down) is -0.5600 / -1.0402 eV.

Each line ends with the Mulliken charge.
Geometry (Å):
1 C -0.94 -0.52 -1.34  0.337
2 C 0.69 0.16 0.72  -0.699
3 O -1.64 0.36 -1.20  -0.229
4 I 2.40 1.09 0.08  0.124
5 I -0.96 1.63 1.17  0.029
6 I 0.93 -1.27 2.29  0.074
7 H -0.49 -1.46 -1.72  0.364

Below is a molecular structure, C41H57Cl3GeN3PScTe at a distorted geometry, with properties calculated with the ωB97M-V functional and the def2-TZVPD basis.

The HOMO-LUMO gap (spin up / spin down) is 1.23 / 1.25 eV. Its spin multiplicity is 2. The value obtained for the LUMO energy (spin up / spin down) is 0.7640 / 0.7600 eV. As for the total charge: -2. Its expectation value of S² is 0.75.

Each line ends with the Mulliken charge.
Geometry (Å):
1 Sc 13.07 12.33 12.69  -1.062
2 C 12.57 7.52 9.68  -1.683
3 C 13.42 8.81 9.50  0.001
4 C 14.63 8.43 10.36  -1.577
5 P 12.16 10.05 10.63  0.835
6 C 7.99 8.85 7.06  0.068
7 C 8.13 9.83 8.12  -1.467
8 C 7.11 7.86 7.29  -0.853
9 C 13.09 11.47 9.91  0.579
10 C 14.20 11.60 9.00  -1.406
11 C 14.48 12.67 8.27  0.875
12 C 14.86 12.47 6.79  -1.323
13 C 13.92 13.88 8.66  -1.478
14 C 13.11 14.05 9.79  -1.422
15 C 12.48 12.92 10.32  -0.246
16 N 11.55 12.76 11.58  1.147
17 C 10.43 13.55 11.49  -0.201
18 C 9.82 13.67 12.74  0.205
19 C 10.48 12.83 13.73  -1.034
20 C 8.68 14.47 12.88  -0.333
21 C 8.14 15.19 11.88  1.048
22 C 6.84 16.09 12.19  -1.540
23 C 8.75 15.27 10.61  -1.525
24 C 9.73 14.06 10.14  0.290
25 C 9.94 13.66 8.98  -0.598
26 H 12.58 7.24 10.61  0.393
27 H 13.27 6.88 8.92  0.454
28 H 11.56 7.85 9.28  0.363
29 H 13.56 8.78 8.39  0.370
30 H 14.51 7.64 11.06  0.553
31 H 15.33 9.01 10.78  0.040
32 H 15.38 7.99 9.91  0.820
33 H 8.42 8.84 6.01  0.265
34 H 7.43 10.04 8.74  0.673
35 H 8.64 10.55 7.63  0.318
36 H 8.72 9.50 8.90  0.429
37 H 7.18 7.12 6.47  0.218
38 H 4.08 11.48 20.90  -0.585
39 H 6.63 7.83 8.18  0.355
40 H 14.63 10.68 8.87  0.785
41 H 13.95 13.02 5.97  0.227
42 H 14.99 11.42 6.35  0.339
43 H 15.67 13.31 6.63  0.297
44 H 14.67 14.73 8.72  0.133
45 H 13.03 15.01 10.06  1.249
46 H 11.26 13.27 14.38  0.326
47 H 10.93 11.86 13.17  -0.029
48 H 9.84 12.51 14.44  1.188
49 H 8.07 14.51 13.82  0.444
50 H 6.38 16.11 13.19  0.344
51 H 6.04 15.48 11.61  0.309
52 H 6.70 17.00 11.72  0.420
53 H 8.03 15.16 9.73  0.219
54 H 10.69 12.54 8.72  0.072
55 H 10.06 14.39 8.41  0.633
56 H 3.17 16.73 7.34  0.001
57 C 15.95 11.13 12.15  -0.956
58 N 15.37 12.46 12.68  0.858
59 C 16.09 12.65 14.03  -0.674
60 C 15.78 13.59 11.82  -0.752
61 C 14.95 14.85 12.26  1.342
62 C 15.19 16.18 11.95  -0.611
63 C 14.47 17.28 12.27  -0.673
64 C 13.21 16.96 12.88  -1.000
65 C 12.91 15.61 13.04  0.323
66 C 13.77 14.57 12.92  0.021
67 H 15.63 11.40 11.03  0.118
68 H 15.84 10.10 12.73  -0.138
69 H 16.91 11.06 11.97  0.877
70 H 17.18 12.47 14.01  0.350
71 H 15.57 11.72 14.73  -0.104
72 H 15.68 13.59 14.53  0.229
73 H 15.28 13.34 10.83  -0.102
74 H 16.87 13.48 11.86  0.423
75 H 15.91 16.35 10.98  0.066
76 H 14.81 18.38 12.04  0.237
77 H 12.41 17.60 13.20  0.547
78 H 11.83 15.46 13.20  0.175
79 Te 12.97 10.81 15.65  -0.039
80 C 11.13 9.65 15.29  0.193
81 C 10.11 9.51 16.28  -0.364
82 C 9.07 8.63 16.06  -0.668
83 C 8.84 8.05 14.82  -0.447
84 C 9.81 8.07 13.87  -0.780
85 C 10.92 8.97 14.14  0.360
86 H 10.21 9.96 17.39  0.210
87 H 8.16 8.47 16.55  0.356
88 H 8.02 7.64 14.49  0.543
89 H 9.66 7.60 12.93  0.448
90 H 11.91 8.75 13.52  -0.041
91 Cl 9.43 17.75 18.64  -0.532
92 Ge 10.94 17.04 16.90  0.329
93 Cl 11.55 15.07 17.89  -0.434
94 Cl 9.32 16.27 15.55  -0.308
95 C 16.39 8.33 15.77  -1.832
96 C 14.97 8.73 16.33  1.108
97 C 13.80 7.57 16.47  -1.086
98 C 15.12 9.32 17.79  -1.221
99 N 14.52 9.66 15.40  -0.101
100 H 17.02 7.78 16.38  0.472
101 H 17.14 9.08 15.79  0.381
102 H 16.16 8.05 14.80  0.388
103 H 14.30 6.81 17.11  0.460
104 H 13.48 7.11 15.38  0.091
105 H 12.79 7.93 16.85  0.241
106 H 15.25 8.65 18.72  0.291
107 H 14.10 9.85 17.89  0.147
108 H 15.92 10.02 17.82  0.354

Below is C28H32N6O2 in the gas phase at a distorted geometry, with properties calculated with the ωB97M-V functional and the def2-TZVPD basis.

The HOMO-LUMO gap is 7.83 eV. The value obtained for the LUMO energy is 0.5244 eV. The SMILES is COc1ccc(-n2nc3c(N4CCC(C(=O)NCc5ccccc5C)CC4)nnc(C)c3c2C)cc1.

Each line ends with the Mulliken charge.
Geometry (Å):
1 C -5.77 0.22 4.45  -0.837
2 O -5.91 1.10 3.35  -0.451
3 C -4.79 1.49 2.69  0.857
4 C -3.49 1.09 2.99  -0.345
5 C -2.43 1.57 2.25  -0.786
6 C -2.64 2.45 1.20  -0.065
7 N -1.53 2.91 0.47  0.596
8 N -0.55 2.04 0.20  -0.901
9 C 0.37 2.73 -0.47  1.015
10 C 1.64 2.36 -1.01  0.119
11 N 2.19 1.13 -0.84  -0.035
12 C 1.40 -0.03 -0.53  -0.863
13 C 1.02 -0.77 -1.82  -0.671
14 C 2.28 -1.15 -2.61  0.102
15 C 3.00 -2.29 -1.89  0.031
16 O 3.96 -2.15 -1.16  -0.638
17 N 2.44 -3.50 -2.13  -0.015
18 C 2.86 -4.72 -1.46  -1.572
19 C 1.78 -5.20 -0.52  1.003
20 C 0.79 -6.04 -1.03  -0.623
21 C -0.26 -6.47 -0.24  -0.609
22 C -0.33 -6.05 1.08  -0.606
23 C 0.65 -5.22 1.59  -0.694
24 C 1.71 -4.78 0.81  1.037
25 C 2.76 -3.90 1.42  -1.450
26 C 3.18 0.07 -2.81  -1.219
27 C 3.44 0.80 -1.49  -1.072
28 N 2.36 3.27 -1.65  -0.317
29 N 1.96 4.52 -1.80  -0.985
30 C 0.83 4.97 -1.33  0.354
31 C 0.51 6.41 -1.57  -1.245
32 C -0.04 4.09 -0.62  0.402
33 C -1.28 4.16 0.01  0.722
34 C -2.16 5.33 0.26  -1.933
35 C -3.94 2.83 0.87  -0.192
36 C -5.00 2.35 1.61  -0.740
37 H -6.78 0.05 4.82  0.238
38 H -5.16 0.67 5.24  0.341
39 H -5.33 -0.73 4.15  0.337
40 H -3.30 0.42 3.81  0.392
41 H -1.42 1.27 2.48  0.425
42 H 0.50 0.27 0.01  0.351
43 H 2.00 -0.69 0.11  0.384
44 H 0.43 -1.65 -1.58  0.544
45 H 0.41 -0.10 -2.43  0.388
46 H 1.98 -1.53 -3.60  0.514
47 H 1.61 -3.56 -2.69  0.340
48 H 3.07 -5.48 -2.21  0.508
49 H 3.79 -4.48 -0.92  0.462
50 H 0.86 -6.36 -2.06  0.404
51 H -1.01 -7.12 -0.65  0.382
52 H -1.15 -6.38 1.70  0.387
53 H 0.59 -4.90 2.62  0.369
54 H 3.65 -4.49 1.64  0.329
55 H 3.06 -3.09 0.75  0.181
56 H 2.40 -3.47 2.35  0.405
57 H 2.69 0.76 -3.50  0.492
58 H 4.13 -0.24 -3.24  0.440
59 H 3.97 1.73 -1.67  0.502
60 H 4.01 0.16 -0.82  0.418
61 H 1.26 6.83 -2.24  0.408
62 H 0.51 6.96 -0.64  0.277
63 H -0.48 6.51 -2.03  0.321
64 H -2.83 5.50 -0.58  0.295
65 H -2.77 5.17 1.15  0.483
66 H -1.56 6.22 0.40  0.428
67 H -4.12 3.47 0.02  0.455
68 H -6.01 2.63 1.37  0.427

Below is a molecular structure, C11H24F3N3O12P2ReS, with properties calculated with the ωB97M-V functional and the def2-TZVPD basis.

The HOMO-LUMO gap (spin up / spin down) is 8.58 / 7.75 eV. Its spin multiplicity is 2. The value obtained for the LUMO energy (spin up / spin down) is -6.3622 / -6.8521 eV. As for the total charge: +2. Its expectation value of S² is 0.75.

Each line ends with the Mulliken charge.
Geometry (Å):
1 Re -0.27 0.98 -0.56  2.959
2 C -0.76 -2.42 2.55  -0.935
3 N -1.57 -1.20 2.57  0.243
4 C -2.84 -1.31 3.29  -0.968
5 C -1.24 -0.15 1.89  1.297
6 O -0.17 -0.10 1.18  -1.095
7 C -2.08 1.10 1.88  -1.352
8 O -1.37 2.05 1.05  -0.578
9 C -0.70 3.12 1.71  -0.958
10 C 0.69 3.20 1.13  1.024
11 O 0.96 2.40 0.17  -0.787
12 N 1.58 4.04 1.57  0.035
13 C 2.94 4.07 1.03  -0.997
14 C 1.31 5.01 2.64  -1.060
15 H -0.63 -2.76 3.57  0.405
16 H -1.29 -3.18 1.97  0.319
17 H 0.20 -2.22 2.09  0.260
18 H -2.65 -1.48 4.35  0.348
19 H -3.45 -0.42 3.16  0.395
20 H -3.38 -2.16 2.88  0.317
21 H -3.05 0.93 1.41  0.552
22 H -2.21 1.50 2.89  0.732
23 H -1.25 4.04 1.55  0.469
24 H -0.63 2.92 2.79  0.603
25 H 3.17 3.13 0.54  0.351
26 H 3.03 4.89 0.31  0.349
27 H 3.63 4.23 1.85  0.354
28 H 0.25 5.07 2.87  0.423
29 H 1.86 4.72 3.53  0.365
30 H 1.65 5.99 2.31  0.377
31 N -2.53 -0.53 -3.64  -0.132
32 C -3.16 -0.89 -2.30  0.676
33 C -4.42 -1.70 -2.52  -1.820
34 P -1.87 -1.79 -1.34  0.591
35 O -1.43 -2.91 -2.39  -0.499
36 O -2.34 -2.25 -0.04  -0.782
37 O -0.71 -0.78 -1.43  -0.574
38 P -3.49 0.69 -1.40  0.748
39 O -4.24 1.52 -2.53  -0.514
40 O -4.24 0.47 -0.16  -0.907
41 O -2.10 1.38 -1.32  -0.846
42 H -2.22 -1.37 -4.12  0.415
43 H -1.72 0.09 -3.51  0.184
44 H -3.21 -0.03 -4.23  0.437
45 H -4.20 -2.63 -3.06  0.451
46 H -5.16 -1.14 -3.09  0.449
47 H -4.85 -1.96 -1.55  0.428
48 H -1.51 -3.82 -2.06  0.401
49 H -5.09 1.90 -2.27  0.408
50 F 2.86 2.95 -1.96  -0.148
51 C 2.82 2.09 -2.96  0.480
52 F 2.66 2.73 -4.10  -0.171
53 F 3.92 1.37 -2.98  -0.176
54 S 1.39 0.94 -2.74  1.378
55 O 1.34 0.10 -3.87  -0.499
56 O 0.18 1.80 -2.51  -0.725
57 O 1.56 0.29 -1.39  -0.700

Below is C3H3ClN2S in the gas phase at a distorted geometry, with properties calculated with the ωB97M-V functional and the def2-TZVPD basis.

The HOMO-LUMO gap is 8.34 eV. The value obtained for the LUMO energy is 0.1048 eV.

Each line ends with the Mulliken charge.
Geometry (Å):
1 C 1.40 -0.11 0.40  -0.694
2 C 0.59 0.88 0.61  0.487
3 C -0.17 -1.25 -0.69  0.128
4 N -0.80 0.84 0.24  -0.303
5 N -1.12 -0.32 -0.46  -0.111
6 S 0.06 -2.75 -1.17  -0.280
7 Cl 0.89 2.38 1.40  -0.180
8 H 2.37 -0.46 0.22  0.396
9 H -1.19 1.55 -0.34  0.262
10 H -2.02 -0.77 -0.20  0.295

Below is a molecular structure, C3H2F4 at a distorted geometry, with properties calculated with the ωB97M-V functional and the def2-TZVPD basis.

The HOMO-LUMO gap (spin up / spin down) is 9.00 / 8.87 eV. The value obtained for the LUMO energy (spin up / spin down) is -0.3222 / -0.2883 eV.

Each line ends with the Mulliken charge.
Geometry (Å):
1 C 1.46 0.67 0.96  -0.072
2 C 0.68 0.21 -0.82  -0.019
3 C -0.73 -0.24 -0.91  0.523
4 F 2.73 0.93 0.91  -0.166
5 F 1.19 0.89 -1.82  -0.190
6 F -1.58 0.62 -1.51  -0.242
7 F -1.23 -0.51 0.32  -0.242
8 H 1.12 0.01 1.74  0.295
9 H -0.75 -1.19 -1.48  0.113

Summary of ΔE to the lowest compared entry with this formula, charge and spin in kcal/mol
21.9; 83.7; 43.4; 11.4; 0.0; 96.5; 117.4
(order as listed above)